ORCA calculation (ωB97M-V/def2-TZVPD) on the ion C4H10N2O with charge -1.

Properties
* E: -343.1127 hartree
* ΔE to the lowest compared entry with this formula, charge and spin: 6.2 kcal per mole
* highest occupied orbital energy (alpha / beta): 0.3 / -3.3 eV

The geometry in ORCA input format:
```
! wB97M-V def2-TZVPD RIJCOSX def2/J DEFGRID3
* xyz -1 2
O -2.73241 0.12500 -2.12051
C -1.59126 -0.33591 -1.74705
C -0.73819 0.41940 -0.76620
C 0.49032 -0.40060 -0.35309
C 1.15522 0.03999 0.92935
N 2.19047 -0.89503 1.40754
N -1.57685 0.79305 0.39411
H -1.10233 -1.20644 -2.21000
H -0.34140 1.33719 -1.27438
H 1.23660 -0.33228 -1.15051
H 0.18537 -1.45162 -0.33675
H 0.37241 0.23606 1.66052
H 1.58527 1.02590 0.73667
H 1.72286 -1.62698 1.92817
H 2.81778 -0.40416 2.02948
H -1.17592 1.62757 0.82243
H -2.49793 1.04886 0.05021
*
```

Here are the Mulliken charges for atoms 1 to 5, given in e: atom 1 (O): -0.700, atom 2 (C): -0.478, atom 3 (C): 0.239, atom 4 (C): -0.623, atom 5 (C): -0.616

ORCA calculation (ωB97M-V/def2-TZVPD) on a structure of composition C4H12CuIO4 in a non-equilibrium geometry.

Properties
* E: -2398.5834 hartree
* highest occupied orbital energy (alpha / beta): -7.1 / -9.8 eV

The geometry in ORCA input format:
```
! wB97M-V def2-TZVPD RIJCOSX def2/J DEFGRID3
* xyz 0 3
Cu -3.00865 1.76523 -4.30407
I -0.55152 1.09684 -2.84570
C -1.50606 -1.45628 0.66786
C -1.38051 -2.89414 0.19095
O -1.51010 -2.94847 -1.22933
O -0.37216 -0.68813 0.32598
H -1.40439 -1.48395 1.75276
H -2.45494 -1.02348 0.35097
H -2.22212 -3.47482 0.56859
H -0.42394 -3.30157 0.51817
H -0.61872 -2.97761 -1.58454
H -0.55636 -0.33910 -0.54916
C 1.11673 2.39913 0.91354
C 2.27171 1.34887 0.93089
O 2.33416 0.43048 -0.11718
O 1.08515 3.26418 -0.18085
H 1.11710 2.93538 1.86250
H 0.16164 1.88929 1.03992
H 2.37317 0.85854 1.89907
H 3.16733 1.96338 0.83945
H 1.55233 -0.12600 -0.09141
H 0.83017 2.76223 -0.95842
*
```

Here are the Mulliken charges for atoms 1 to 5, given in e: atom 1 (Cu): 0.024, atom 2 (I): 0.023, atom 3 (C): -0.453, atom 4 (C): -0.456, atom 5 (O): -0.520

ORCA calculation (ωB97M-V/def2-TZVPD) on a cluster of 2 separate species, C3H3N2 in total in a non-equilibrium geometry.

Properties
* E: -225.0716 hartree
* ΔE to the lowest compared entry with this formula, charge and spin: 116.9 kcal per mole
* highest occupied orbital energy (alpha / beta): -17.1 / -15.3 eV

The geometry in ORCA input format:
```
! wB97M-V def2-TZVPD RIJCOSX def2/J DEFGRID3
* xyz 1 1
C -1.36438 0.51464 -0.88194
C -0.30326 -3.87854 1.66532
C 0.67987 -0.12825 0.34009
N -0.15277 -2.79550 1.37288
N -0.31519 0.30032 -0.35371
H -2.40097 0.68520 -1.14704
H 0.90925 0.43795 1.31710
H 1.73239 -0.59011 0.09574
*
```

Here are the Mulliken charges for atoms 1 to 5, given in e: atom 1 (C): 0.157, atom 2 (C): 0.181, atom 3 (C): -0.181, atom 4 (N): -0.175, atom 5 (N): -0.043

ORCA calculation (ωB97M-V/def2-TZVPD) on the molecule C4H8S2Si in a non-equilibrium geometry.

Properties
* E: -1243.0932 hartree
* ΔE to the lowest compared entry with this formula, charge and spin: 30.2 kcal per mole
* highest occupied orbital energy: -8.6 eV
* SMILES: C[Si]1(C)SC=CS1

The geometry in ORCA input format:
```
! wB97M-V def2-TZVPD RIJCOSX def2/J DEFGRID3
* xyz 0 1
C 1.00071 0.72769 2.44303
C 1.94647 0.61489 1.55211
C -0.73656 -1.92521 -0.83531
C -0.92143 1.15462 -1.53481
Si -0.36062 -0.15186 -0.26955
S -1.06662 0.20928 1.70777
S 1.82472 0.09932 -0.09831
H 0.92781 1.01841 3.46633
H 2.97176 0.85134 1.81711
H -0.63224 -2.63668 -0.02055
H -1.75881 -1.98228 -1.19826
H -0.08447 -2.24676 -1.64051
H -0.18199 1.27914 -2.32084
H -1.85796 0.86399 -1.99992
H -1.07077 2.12410 -1.06827
*
```

Here are the Mulliken charges for atoms 1 to 5, given in e: atom 1 (C): -0.482, atom 2 (C): -0.045, atom 3 (C): -0.993, atom 4 (C): -1.014, atom 5 (Si): 0.512

ORCA calculation (ωB97M-V/def2-TZVPD) on a structure of composition C34H47BrN3OSb2V.

Properties
* E: -5561.7099 hartree
* ΔE to the lowest compared entry with this formula, charge and spin: 0.0 kcal per mole
* highest occupied orbital energy (alpha / beta): -3.0 / -2.9 eV

The geometry in ORCA input format:
```
! wB97M-V def2-TZVPD RIJCOSX def2/J DEFGRID3
* xyz -1 2
V -0.71687 -0.75431 -1.03877
C 3.96023 1.21080 2.33527
Sb 2.43825 -0.23523 2.78715
C 3.85430 -1.55944 3.74192
C 1.71025 0.55328 4.73219
C 2.59196 1.58020 5.36988
C 3.72954 1.18096 6.07351
C 4.62299 2.09858 6.60482
C 4.38206 3.45619 6.44723
C 3.23272 3.86666 5.78830
C 2.31955 2.95610 5.25673
C 1.05913 3.45942 4.61180
Sb 0.72567 2.96190 2.49952
C -1.32141 2.41431 2.88752
C 0.19838 4.96975 1.89344
H 4.12708 1.88291 3.17814
H 3.66580 1.77208 1.44980
H 4.88118 0.66164 2.13075
H 4.55730 -0.99464 4.35460
H 4.40578 -2.08574 2.96114
H 3.33908 -2.29927 4.35724
H 1.65281 -0.35272 5.33979
H 0.69030 0.90872 4.58981
H 3.91337 0.12024 6.19978
H 5.50003 1.75386 7.13858
H 5.07168 4.18961 6.84640
H 3.02548 4.92710 5.68747
H 1.01094 4.54696 4.69006
H 0.18046 3.05769 5.12541
H -1.81117 3.20915 3.45283
H -1.35011 1.48723 3.46165
H -1.85318 2.24652 1.95170
H 0.10594 5.61842 2.76521
H -0.76066 4.93997 1.37293
H 0.94997 5.37500 1.21668
C -3.11446 -2.91396 -3.66829
C -1.95442 -1.98015 -3.51352
O -1.69682 -1.53351 -2.31909
C -1.16960 -1.53382 -4.61624
C -1.53018 -1.84300 -5.94886
C -0.77751 -1.39498 -7.01756
C 0.36641 -0.62362 -6.81734
C 0.74572 -0.32047 -5.51561
C 0.00413 -0.76871 -4.43453
H -3.49721 -3.16606 -2.68010
H -2.83066 -3.84417 -4.17331
H -3.93558 -2.46927 -4.24785
H -2.41848 -2.43337 -6.13499
H -1.08611 -1.64698 -8.02584
H 0.95431 -0.27933 -7.65882
H 1.64047 0.26356 -5.33201
H 0.35912 -0.53447 -3.43771
C -1.71800 -0.59863 0.74585
H -2.37720 0.27177 0.79953
H -0.95642 -0.50295 1.53088
H -2.30997 -1.49532 0.95718
N 1.69898 1.41768 -0.58165
C 0.84754 0.66870 -0.82880
Br 3.14981 -6.26751 -0.02176
C 2.05473 -4.72946 -0.31001
C 1.51585 -4.06658 0.77778
C 0.72593 -2.94477 0.55222
C 0.44455 -2.45095 -0.73129
C 1.00484 -3.18018 -1.79266
C 1.80731 -4.30270 -1.60056
H 1.71299 -4.41711 1.78320
H 0.32155 -2.43812 1.42142
H 0.81247 -2.88056 -2.81808
H 2.22701 -4.83695 -2.44306
C -1.05382 2.13861 -3.00167
C -1.78063 3.39536 -3.54705
N -3.04860 3.60667 -2.84228
C -2.75785 3.76786 -1.41625
C -2.04001 2.50942 -0.85930
N -1.85225 1.51678 -1.92612
C -3.16937 1.15361 -2.47059
C -3.88307 2.41624 -3.02434
H -0.07322 2.37949 -2.59589
H -0.91583 1.39608 -3.78461
H -1.99638 3.29426 -4.61295
H -1.16923 4.29116 -3.41800
H -3.70143 3.94401 -0.89422
H -2.14264 4.66240 -1.29445
H -2.63185 2.05047 -0.06796
H -1.05290 2.74183 -0.45180
H -3.74286 0.68595 -1.66705
H -3.02093 0.40231 -3.24583
H -4.83766 2.58608 -2.52070
H -4.08805 2.31279 -4.09191
*
```

Here are the Mulliken charges for atoms 1 to 5, given in e: atom 1 (V): 0.739, atom 2 (C): -1.232, atom 3 (Sb): 0.571, atom 4 (C): -1.554, atom 5 (C): -1.774

ORCA calculation (ωB97M-V/def2-TZVPD) on a cluster of 5 separate species, C21H39IO10P in total in a non-equilibrium geometry.

Properties
* E: -2214.7418 hartree
* highest occupied orbital energy: -11.2 eV

The geometry in ORCA input format:
```
! wB97M-V def2-TZVPD RIJCOSX def2/J DEFGRID3
* xyz 1 1
C 0.42595 -2.75604 0.53269
C 0.49445 -3.94254 0.66409
P 0.72023 -5.67675 0.57587
C 2.26874 -6.13532 1.43909
I -1.10078 -6.73761 1.74389
C 0.72120 -6.21811 -1.17934
C 2.03298 -5.67770 -1.82508
O 2.14211 -4.51869 -2.01841
O 2.98548 -6.60059 -2.17872
H 0.50341 -1.72816 0.17074
H 2.23190 -5.59781 2.39598
H 2.28339 -7.20342 1.68021
H 3.15464 -5.81019 0.88480
H 0.63484 -7.30739 -1.27470
H -0.08287 -5.69670 -1.71093
H 3.65540 -6.56457 -1.48124
O 0.06318 0.51427 0.79263
C 0.74996 1.05639 1.62534
O 1.80891 1.77048 1.24453
C 2.58519 2.59621 2.13030
C 3.63444 1.78743 2.86329
C 0.47177 0.86904 3.09687
H 1.93618 3.15393 2.80597
H 3.07300 3.33258 1.49483
H 3.18491 1.02221 3.49777
H 4.24770 2.43567 3.48894
H 4.28100 1.27222 2.15173
H 0.90432 -0.07675 3.42171
H -0.60680 0.83860 3.23924
H 0.84668 1.67429 3.72322
O 0.82089 7.39358 1.66541
C 0.00410 6.67312 1.16619
O -0.06389 5.38271 1.56532
C -1.09471 4.47700 1.16955
C -0.79165 3.84525 -0.17237
C -0.88884 7.15009 0.04762
H -2.07140 4.96341 1.19250
H -1.11733 3.70187 1.93747
H -0.73991 4.58708 -0.96959
H -1.55717 3.11381 -0.43476
H 0.17627 3.34421 -0.14043
H -0.34083 7.09578 -0.89188
H -1.16216 8.18391 0.24174
H -1.81973 6.59470 -0.04267
O 2.22609 -9.80165 -0.65581
C 2.34397 -9.79959 -1.85474
O 1.24724 -9.88418 -2.62164
C 1.25534 -9.72464 -4.04924
C 1.61363 -11.01751 -4.75004
C 3.70491 -9.78845 -2.50575
H 1.90308 -8.89615 -4.34203
H 0.24061 -9.43588 -4.32009
H 2.61735 -11.35335 -4.48895
H 1.56344 -10.89298 -5.83181
H 0.92575 -11.81030 -4.45563
H 4.09947 -10.80360 -2.51586
H 4.36220 -9.15541 -1.91379
H 3.70916 -9.38673 -3.51577
O -3.04347 9.03645 -1.29610
C -4.02878 9.22979 -0.63819
O -3.94579 9.99794 0.46055
C -5.07892 10.43148 1.21956
C -5.51190 9.37998 2.22008
C -5.33847 8.55736 -0.97573
H -5.89121 10.74112 0.56015
H -4.75440 11.32460 1.75122
H -5.82618 8.45927 1.72707
H -6.34139 9.74583 2.82608
H -4.68251 9.12177 2.87946
H -5.32863 7.54360 -0.57704
H -5.43055 8.51572 -2.05888
H -6.21520 9.08401 -0.60647
*
```

Here are the Mulliken charges for atoms 1 to 5, given in e: atom 1 (C): 1.001, atom 2 (C): -1.389, atom 3 (P): 0.321, atom 4 (C): -1.025, atom 5 (I): 0.153